Record 1
{
  "formula": "C18H44BeN2O6",
  "method": "ωB97M-V/def2-TZVPD",
  "e_lumo_ev": -4.5,
  "e_above_lowest_kcal_mol": 243.8,
  "gap_ha": 0.08253,
  "largest_force_ev_per_a": 3.1,
  "species": ["Be", "C", "C", "C", "O", "H", "H", "H", "H", "H", "H", "H", "C", "C", "C", "O", "H", "H", "H", "H", "H", "H", "H", "C", "O", "C", "C", "N", "C", "C", "O", "C", "H", "H", "H", "H", "H", "H", "H", "H", "H", "H", "H", "H", "H", "H", "H", "C", "O", "C", "C", "N", "C", "C", "O", "C", "H", "H", "H", "H", "H", "H", "H", "H", "H", "H", "H", "H", "H", "H", "H"],
  "xyz": [[-1.0690, -0.3328, -1.2390], [-1.2387, -1.1560, 4.5965], [-2.6437, -1.2611, 4.0148], [-3.6968, -0.9805, 5.1245], [-2.8154, -0.4724, 2.8630], [-0.4441, -1.4584, 3.9144], [-1.0284, -1.8427, 5.4165], [-1.0989, -0.1846, 5.0708], [-2.7081, -2.3104, 3.7270], [-4.7408, -1.1528, 4.8627], [-3.6442, 0.0153, 5.5648], [-3.4648, -1.6124, 5.9818], [4.6956, -2.7701, 1.4480], [4.3266, -3.0395, 0.0014], [4.4883, -4.5106, -0.1876], [3.0717, -2.5275, -0.3110], [4.7108, -1.7323, 1.7810], [5.7136, -3.0708, 1.6960], [4.0622, -3.1464, 2.2513], [5.1819, -2.5234, -0.4347], [4.2017, -4.7236, -1.2175], [3.7869, -5.1863, 0.3017], [5.4631, -4.9196, 0.0783], [-2.1274, -4.0640, -0.7805], [-2.6607, -3.0435, -1.6111], [-3.6109, -3.5246, -2.5749], [-3.8249, -2.3398, -3.4986], [-4.0628, -1.0510, -2.7783], [-4.4647, 0.0139, -3.6907], [-4.4237, 1.3869, -2.9392], [-3.1353, 1.6829, -2.3971], [-3.1770, 2.8219, -1.5306], [-1.3791, -3.5272, -0.1975], [-1.6594, -4.7912, -1.4440], [-2.8550, -4.5906, -0.1629], [-4.5033, -3.7145, -1.9786], [-3.3512, -4.4400, -3.1065], [-4.7058, -2.6079, -4.0819], [-3.0059, -2.2295, -4.2092], [-4.8640, -1.2227, -2.1878], [-5.3798, -0.2024, -4.2418], [-3.6286, 0.0985, -4.3849], [-5.2068, 1.4103, -2.1814], [-4.6580, 2.1597, -3.6714], [-2.1397, 3.1542, -1.4881], [-3.6036, 2.5950, -0.5535], [-3.7768, 3.6451, -1.9188], [4.7663, 4.3744, 3.0104], [3.6021, 4.2958, 2.1864], [2.6827, 3.2938, 2.5631], [1.5408, 3.2658, 1.5221], [1.8640, 2.5142, 0.3305], [2.5563, 3.3317, -0.6134], [2.8175, 2.5337, -1.9182], [1.5079, 2.2076, -2.4381], [1.5295, 1.8325, -3.8746], [5.4533, 5.2082, 2.8652], [5.2925, 3.4205, 2.9758], [4.4406, 4.4821, 4.0450], [2.3930, 3.5207, 3.5891], [3.1362, 2.3034, 2.5249], [1.3749, 4.2929, 1.1972], [0.6457, 2.7899, 1.9227], [2.5465, 1.8075, 0.5646], [3.5620, 3.4621, -0.2139], [2.0651, 4.2925, -0.7669], [3.4602, 1.6639, -1.7824], [3.2896, 3.1606, -2.6747], [2.2242, 1.0237, -4.1012], [1.7790, 2.7538, -4.4009], [0.5653, 1.4485, -4.2078]],
  "forces_ev_per_angstrom": [[-0.3, -0.1, 0.1], [0.5, -0.2, 0.8], [0.2, 1.6, -0.8], [0.0, -0.2, 0.3], [0.2, -1.1, 1.5], [-0.1, 0.7, -0.5], [-0.7, -0.4, 0.3], [0.3, 0.3, -0.5], [-0.6, -0.6, -0.4], [0.2, -0.1, -0.4], [0.3, 0.3, -0.5], [0.0, -0.4, -0.1], [0.2, 1.4, 2.8], [-1.5, 0.3, 1.0], [-0.7, -1.6, -1.3], [1.7, -0.4, 0.4], [-0.1, 0.6, -0.8], [0.1, -0.5, -0.4], [-0.4, -0.9, -0.5], [0.0, 0.4, -1.1], [0.7, -0.1, -0.4], [-0.4, 0.6, 0.8], [0.2, 0.3, -0.4], [0.5, 0.5, -0.8], [0.0, -0.8, -0.4], [0.3, 1.8, 1.4], [-0.7, 0.2, -0.1], [-0.2, -1.1, -0.4], [2.1, 0.9, 0.9], [-0.4, -0.7, -0.7], [-0.8, -0.2, 0.0], [0.4, -0.1, -0.4], [0.0, -0.5, 0.3], [0.3, -0.3, 0.2], [-0.3, 0.3, 0.2], [-0.5, -0.2, -0.3], [0.5, 0.0, 0.0], [-0.3, 0.1, -0.5], [0.2, 0.1, 0.2], [0.0, -0.1, 0.6], [-0.3, 0.4, 0.0], [-0.1, -0.1, -0.5], [0.0, 0.0, 0.4], [-0.2, 0.2, -0.1], [-0.1, 0.0, 0.4], [0.2, -0.3, 0.2], [-0.1, 0.0, -0.5], [-0.9, -0.9, 0.9], [1.1, 0.9, -0.6], [-0.2, 0.3, -0.4], [0.3, -0.1, 0.7], [-0.4, -0.3, 0.0], [1.9, -1.0, -1.3], [-2.0, 1.1, -0.4], [0.2, -1.2, -1.6], [0.2, 0.6, 1.7], [-0.4, 0.0, -0.9], [0.4, 0.0, -0.2], [-0.1, 0.0, 0.4], [-0.5, -0.3, 0.2], [0.3, -0.3, 0.3], [-0.5, 0.0, 0.4], [-0.1, 0.4, 0.5], [-0.3, -0.6, 0.2], [0.3, 1.0, -0.1], [0.0, -0.2, -0.2], [-0.2, -0.3, 0.3], [0.4, 0.3, 0.1], [0.4, 0.1, 0.2], [0.1, -0.2, -0.4], [-0.3, 0.4, 0.5]]
}

***

Record 2
{
  "formula": "C18H44BrF3N13O22",
  "method": "ωB97M-V/def2-TZVPD",
  "e_lumo_ev": -3.1,
  "charge": 1,
  "gap_ha": 0.33656,
  "largest_force_ev_per_a": 0.6,
  "species": ["C", "C", "C", "C", "F", "C", "N", "F", "C", "N", "C", "F", "Br", "H", "H", "H", "H", "H", "H", "H", "H", "H", "H", "H", "C", "N", "O", "O", "H", "H", "H", "C", "N", "O", "O", "H", "H", "H", "C", "N", "O", "O", "H", "H", "H", "C", "N", "O", "O", "H", "H", "H", "C", "N", "O", "O", "H", "H", "H", "C", "N", "O", "O", "H", "H", "H", "C", "N", "O", "O", "H", "H", "H", "C", "N", "O", "O", "H", "H", "H", "C", "N", "O", "O", "H", "H", "H", "C", "N", "O", "O", "H", "H", "H", "C", "N", "O", "O", "H", "H", "H"],
  "xyz": [[1.8905, 4.8729, -1.0996], [2.3813, 3.6715, -1.3322], [3.0752, 2.8692, -0.2524], [2.1457, 2.1311, 0.7097], [0.8093, 2.2300, 0.3076], [2.1501, 2.5521, 2.1634], [1.4733, 1.3773, 2.8642], [0.2117, 1.7223, 3.2860], [1.3984, 0.1401, 1.9033], [0.0816, -0.1842, 1.4631], [2.3922, 0.6191, 0.8227], [2.2187, -0.0033, -0.3509], [4.1796, 0.2394, 1.5017], [1.4855, 5.4826, -1.8953], [1.8909, 5.2954, -0.0985], [2.3124, 3.2235, -2.3159], [3.7299, 2.1263, -0.7115], [3.7028, 3.5343, 0.3261], [1.5890, 3.4620, 2.3721], [3.1569, 2.6553, 2.5578], [1.9659, 1.1377, 3.7287], [1.8242, -0.6935, 2.4643], [0.0187, -0.0981, 0.4486], [-0.6197, 0.4589, 1.8130], [-2.2708, -2.2714, 0.6910], [-3.2230, -3.3550, 1.0597], [-3.1496, -3.8418, 2.1673], [-4.0043, -3.7026, 0.1931], [-1.6209, -2.0883, 1.5367], [-1.7154, -2.6183, -0.1756], [-2.8593, -1.3999, 0.4223], [-7.0895, -3.1070, 0.5235], [-7.4577, -1.8772, -0.2281], [-7.3001, -1.8666, -1.4279], [-7.8679, -0.9370, 0.4293], [-6.7040, -3.8317, -0.1816], [-6.3341, -2.8152, 1.2450], [-7.9791, -3.4681, 1.0306], [-7.9045, 2.0723, 0.5370], [-7.5682, 3.2461, 1.3898], [-8.1200, 3.3520, 2.4636], [-6.7397, 4.0213, 0.9503], [-8.6401, 1.4704, 1.0530], [-8.2826, 2.4546, -0.4061], [-6.9854, 1.5210, 0.3746], [2.9710, 6.6977, -5.7435], [3.0869, 6.3023, -4.3124], [3.1982, 5.1207, -4.0469], [3.0638, 7.1942, -3.4904], [3.0087, 5.7994, -6.3469], [2.0285, 7.2253, -5.8543], [3.7990, 7.3667, -5.9570], [5.6988, 6.3302, 2.2687], [4.6425, 5.3296, 2.5621], [4.9143, 4.1404, 2.4908], [3.5370, 5.7415, 2.8488], [6.6252, 5.8187, 2.0354], [5.3329, 6.9322, 1.4409], [5.7964, 6.9465, 3.1582], [-2.8931, -6.3638, -1.1047], [-1.6871, -6.3938, -1.9702], [-1.0668, -7.4298, -2.0969], [-1.3786, -5.3343, -2.4850], [-3.0702, -7.3469, -0.6904], [-2.6814, -5.6287, -0.3377], [-3.7264, -6.0364, -1.7175], [1.7988, -5.3275, -2.3092], [2.7731, -4.2350, -2.0372], [3.7928, -4.1889, -2.6873], [2.4661, -3.4381, -1.1660], [2.1914, -5.9572, -3.0979], [1.6694, -5.8793, -1.3831], [0.8650, -4.8584, -2.5987], [-3.1453, -10.2983, -2.9209], [-4.1238, -10.1269, -1.8114], [-4.4580, -11.1043, -1.1841], [-4.5242, -8.9934, -1.6059], [-2.8853, -11.3479, -2.9793], [-3.6282, -9.9487, -3.8285], [-2.2865, -9.6742, -2.6880], [-0.5410, 1.5249, -2.7796], [-1.4542, 0.4500, -2.3044], [-1.3212, 0.0372, -1.1577], [-2.2827, 0.0451, -3.0774], [0.1333, 1.7865, -1.9740], [-0.0165, 1.1329, -3.6462], [-1.1666, 2.3645, -3.0683], [-1.5586, -0.1577, 5.5698], [-1.2159, -0.6847, 6.9224], [-0.5908, -1.7231, 6.9746], [-1.5785, -0.0220, 7.8680], [-1.1693, -0.8519, 4.8328], [-2.6392, -0.0729, 5.5075], [-1.1059, 0.8269, 5.4957], [9.2021, 3.6418, -0.1544], [8.7905, 4.6097, 0.8990], [8.1867, 4.1861, 1.8679], [9.0793, 5.7735, 0.7223], [8.8742, 2.6548, 0.1466], [8.7381, 3.9637, -1.0818], [10.2829, 3.7018, -0.2390]],
  "forces_ev_per_angstrom": [[-0.1, 0.2, 0.0], [-0.1, -0.2, 0.3], [0.0, -0.1, -0.2], [-0.1, -0.1, 0.0], [0.1, 0.0, -0.2], [-0.1, 0.1, -0.1], [0.1, 0.1, -0.1], [0.0, 0.1, 0.0], [0.1, -0.5, 0.1], [0.1, 0.5, -0.2], [0.1, -0.1, 0.1], [-0.2, -0.1, -0.1], [0.0, 0.1, -0.2], [-0.1, 0.0, 0.1], [0.1, 0.1, -0.1], [0.2, 0.1, 0.0], [0.0, 0.1, 0.0], [0.2, 0.1, 0.2], [-0.1, -0.1, 0.0], [0.0, 0.0, 0.1], [0.0, -0.1, 0.0], [0.0, 0.2, 0.2], [0.0, -0.1, 0.0], [0.0, -0.1, 0.1], [0.0, -0.1, 0.1], [0.1, 0.0, -0.2], [0.0, 0.1, 0.0], [-0.1, 0.1, 0.1], [0.0, 0.0, 0.0], [0.0, 0.0, 0.0], [0.0, 0.0, -0.1], [0.0, -0.1, -0.1], [0.1, 0.1, 0.0], [-0.1, 0.0, 0.0], [0.0, -0.1, 0.0], [0.0, 0.0, 0.0], [0.0, 0.0, 0.1], [0.0, 0.1, 0.0], [-0.1, 0.0, 0.1], [0.1, 0.0, 0.0], [0.0, 0.0, 0.0], [0.0, 0.0, 0.0], [0.0, 0.0, 0.0], [0.0, 0.0, 0.0], [0.0, 0.0, 0.0], [0.0, -0.1, 0.0], [0.0, 0.1, 0.1], [0.0, 0.0, -0.2], [0.0, 0.0, -0.1], [0.0, 0.0, 0.0], [0.0, 0.0, 0.0], [0.0, 0.0, 0.0], [0.1, 0.1, 0.0], [-0.3, -0.3, 0.0], [0.1, 0.1, -0.1], [0.0, 0.1, -0.1], [-0.1, -0.1, 0.1], [0.0, 0.0, 0.0], [0.0, 0.0, 0.0], [0.0, -0.2, 0.1], [0.0, 0.1, 0.0], [-0.1, 0.0, 0.0], [0.0, -0.1, -0.1], [0.1, 0.0, -0.1], [-0.1, 0.0, 0.0], [0.0, 0.1, 0.0], [0.1, 0.0, -0.1], [0.0, 0.0, 0.0], [0.0, 0.0, 0.0], [0.0, 0.0, 0.0], [0.0, 0.0, 0.0], [0.0, 0.0, 0.0], [0.0, 0.0, 0.0], [0.0, -0.1, 0.0], [-0.1, 0.0, 0.1], [0.0, 0.0, 0.0], [0.0, -0.1, 0.0], [0.0, 0.0, 0.0], [0.0, 0.0, 0.0], [0.0, 0.0, 0.0], [0.0, 0.0, 0.1], [-0.1, -0.1, 0.0], [0.1, 0.1, 0.0], [0.0, 0.0, 0.0], [0.0, 0.0, 0.0], [0.0, 0.0, 0.0], [0.0, 0.0, 0.0], [0.0, -0.1, 0.0], [0.0, 0.0, 0.0], [0.0, 0.0, 0.0], [0.0, 0.0, 0.0], [0.0, 0.0, 0.0], [0.0, 0.0, 0.1], [-0.1, 0.0, 0.0], [0.0, -0.1, 0.1], [0.0, 0.1, 0.1], [0.0, -0.1, -0.1], [-0.1, 0.0, 0.0], [0.0, 0.0, 0.0], [0.0, 0.0, 0.0], [0.0, 0.0, 0.0]]
}

***

Record 3
{
  "formula": "C18H44BrN3O6Si2",
  "method": "ωB97M-V/def2-TZVPD",
  "e_lumo_ev": 0.6,
  "gap_ha": 0.35723,
  "largest_force_ev_per_a": 0.2,
  "species": ["C", "C", "O", "C", "C", "Si", "O", "Si", "C", "C", "O", "C", "C", "C", "Br", "H", "H", "H", "H", "H", "H", "H", "H", "H", "H", "H", "H", "H", "H", "H", "H", "H", "H", "H", "H", "H", "H", "H", "C", "O", "N", "C", "C", "H", "H", "H", "H", "H", "H", "H", "C", "O", "N", "C", "C", "H", "H", "H", "H", "H", "H", "H", "C", "O", "N", "C", "C", "H", "H", "H", "H", "H", "H", "H"],
  "xyz": [[-0.6535, 2.0997, 6.5359], [-1.6452, 1.4124, 5.6186], [-2.8383, 2.1804, 5.5538], [-3.3110, 2.4181, 4.2325], [-3.9292, 1.1755, 3.5844], [-3.9428, 1.1786, 1.7087], [-2.7449, 0.2102, 1.1064], [-1.1259, 0.1946, 1.4325], [-0.2028, -0.0840, -0.1605], [-0.1426, 1.1175, -1.1001], [0.6374, 2.1877, -0.5763], [-0.6954, -1.1480, 2.6787], [-0.3675, -2.5262, 2.1063], [0.4974, -3.3781, 3.0134], [-2.0382, -3.4799, 1.6945], [-1.1528, 2.3858, 7.4636], [-0.2499, 3.0036, 6.0753], [0.1777, 1.4353, 6.7849], [-1.2301, 1.2976, 4.6090], [-1.8753, 0.4049, 5.9876], [-4.0472, 3.2148, 4.3249], [-2.4951, 2.8217, 3.6202], [-4.9653, 1.0446, 3.9158], [-3.3949, 0.2851, 3.9351], [-5.2228, 0.6359, 1.2044], [-3.7439, 2.5580, 1.2146], [-0.7614, 1.5032, 2.0417], [0.8242, -0.4169, 0.0424], [-0.6702, -0.9223, -0.6918], [-1.1429, 1.5229, -1.2768], [0.2638, 0.7889, -2.0603], [1.3938, 1.8035, -0.1235], [-1.5181, -1.2364, 3.3966], [0.1703, -0.8005, 3.2595], [0.0925, -2.4451, 1.1222], [0.0407, -3.4765, 4.0005], [1.4751, -2.9014, 3.1302], [0.6507, -4.3735, 2.5957], [-3.2859, 6.3232, 2.8386], [-3.2510, 5.1493, 2.5275], [-2.2209, 7.0059, 3.3111], [-2.2949, 8.4025, 3.6687], [-0.9684, 6.2865, 3.4656], [-4.1996, 6.9362, 2.7644], [-1.6064, 9.0036, 3.0705], [-2.0597, 8.5568, 4.7242], [-3.3070, 8.7633, 3.4886], [-0.6337, 5.8788, 2.5114], [-1.0850, 5.4536, 4.1607], [-0.2172, 6.9736, 3.8501], [2.7224, -0.6718, -3.3177], [2.1870, -0.9931, -2.2706], [3.0829, -1.5391, -4.2798], [3.7092, -1.1202, -5.5141], [2.8267, -2.9526, -4.0741], [2.9530, 0.3773, -3.5668], [3.1047, -1.4047, -6.3769], [4.6907, -1.5822, -5.6321], [3.8282, -0.0374, -5.5086], [1.7601, -3.1364, -3.9350], [3.3447, -3.3169, -3.1859], [3.1819, -3.4911, -4.9512], [4.2247, -5.3688, -7.6790], [4.1297, -4.1995, -7.3559], [3.2545, -6.2888, -7.5040], [3.4184, -7.6652, -7.9142], [2.0067, -5.8712, -6.8900], [5.1298, -5.7791, -8.1561], [2.6733, -7.9473, -8.6609], [3.3311, -8.3452, -7.0643], [4.4072, -7.7917, -8.3531], [1.5335, -5.0783, -7.4699], [2.1747, -5.4936, -5.8810], [1.3383, -6.7281, -6.8408]],
  "forces_ev_per_angstrom": [[0.0, 0.0, 0.1], [-0.1, 0.0, -0.1], [0.1, 0.1, 0.0], [0.1, -0.1, 0.1], [-0.2, 0.0, 0.1], [0.0, 0.0, -0.1], [0.2, 0.1, 0.1], [-0.1, 0.0, -0.1], [0.1, 0.0, 0.0], [-0.1, -0.1, -0.1], [-0.1, 0.0, 0.1], [0.0, -0.1, 0.1], [0.1, 0.1, -0.1], [-0.1, -0.1, 0.0], [0.0, 0.0, 0.0], [0.0, 0.0, 0.0], [-0.1, 0.0, 0.0], [0.0, 0.0, -0.1], [0.1, 0.0, 0.1], [0.0, 0.1, 0.0], [0.0, 0.0, -0.1], [0.0, 0.0, 0.0], [0.1, 0.0, 0.1], [0.0, 0.0, -0.1], [0.0, 0.0, 0.0], [0.0, 0.0, 0.0], [0.0, -0.1, 0.0], [0.0, 0.0, -0.1], [0.0, 0.0, 0.1], [0.1, 0.0, 0.0], [0.0, 0.1, 0.0], [0.1, 0.0, -0.1], [0.1, 0.0, 0.0], [0.0, 0.0, -0.1], [0.1, 0.0, 0.1], [0.0, 0.0, 0.0], [-0.1, 0.0, 0.0], [0.0, 0.0, 0.0], [0.1, 0.0, 0.0], [-0.1, 0.0, 0.0], [0.0, -0.1, 0.0], [0.0, 0.1, 0.0], [0.0, 0.0, 0.0], [0.0, 0.0, 0.0], [0.0, 0.0, 0.0], [0.0, 0.0, 0.0], [0.0, 0.0, 0.0], [0.0, 0.0, 0.0], [0.0, 0.0, 0.0], [0.0, 0.0, 0.0], [0.0, 0.0, 0.0], [0.0, 0.0, 0.0], [0.0, 0.0, 0.1], [0.0, 0.1, -0.1], [0.0, -0.1, -0.1], [0.0, 0.0, 0.0], [0.0, 0.0, 0.0], [0.0, 0.0, 0.0], [0.0, 0.0, 0.0], [0.0, 0.0, 0.0], [0.0, 0.0, 0.0], [0.0, 0.0, 0.0], [0.0, 0.0, 0.0], [0.0, 0.0, 0.1], [0.0, 0.1, 0.0], [0.1, 0.0, 0.0], [0.0, 0.0, 0.0], [0.0, 0.0, 0.0], [0.0, 0.0, 0.0], [0.0, 0.0, 0.0], [0.0, 0.0, 0.0], [0.0, 0.0, 0.0], [0.0, 0.0, 0.0], [0.0, 0.0, 0.0]]
}